1:
One molecule with the formula C20H27N5O3, computed with ωB97M-V/def2-TZVPD.

Geometry as XYZ:
```
55
C20H27N5O3 (ωB97M-V/def2-TZVPD)
O 5.765 1.789 -0.720
O -2.247 0.828 2.460
O -2.603 -2.598 -0.558
N -0.609 -3.415 -1.112
N -3.428 -0.458 1.024
N -1.434 1.628 -1.660
N 0.732 -1.216 -0.094
N -3.410 2.046 -0.771
C -2.491 2.747 -0.046
C -1.385 -2.462 -0.584
C -2.319 -0.122 1.704
C -4.705 0.181 1.222
C -2.717 1.391 -1.730
C 1.208 -1.861 -1.299
C -0.724 -1.218 -0.011
C 3.630 0.933 -0.322
C 2.744 0.092 0.325
C 5.463 0.022 0.939
C 3.225 -0.794 1.286
C 1.274 0.134 0.012
C -5.336 0.646 -0.094
C -1.152 -1.076 1.469
C -1.279 2.481 -0.611
C -4.831 2.016 -0.557
C 7.145 1.828 -0.454
C 0.826 -3.332 -1.230
C 4.572 -0.824 1.581
C 4.992 0.911 -0.019
H 2.294 -1.759 -1.337
H -1.083 -4.240 -1.451
H -0.312 2.847 -0.333
H -1.136 -0.374 -0.594
H 1.093 0.705 -0.912
H 7.627 0.871 -0.680
H 7.347 2.099 0.588
H -6.417 0.717 0.032
H 3.286 1.628 -1.072
H -5.133 -0.103 -0.862
H -4.541 1.024 1.899
H 2.534 -1.454 1.785
H -5.071 2.769 0.198
H 7.550 2.598 -1.109
H 1.307 -3.792 -0.359
H 0.777 -1.407 -2.209
H -5.385 -0.529 1.709
H 1.144 -3.861 -2.132
H -0.304 -0.717 2.051
H -3.387 -1.278 0.418
H -1.437 -2.054 1.866
H 0.756 0.650 0.824
H -2.762 3.348 0.796
H 6.511 -0.022 1.194
H -5.337 2.289 -1.491
H -3.180 0.754 -2.457
H 4.946 -1.512 2.326
```

Results
SMILES: COc1cccc(CN2CCNC(=O)[C@H]2CC(=O)NCCCn2ccnc2)c1
LUMO energy (eV): 0.79
Spin multiplicity: 1
Frontier orbital gap (eV): 9.2
E_HOMO (Ha): -0.3088
Net charge: 0


2:
One molecule with the formula C20H27N5O3, computed with ωB97M-V/def2-TZVPD.

Geometry as XYZ:
```
55
C20H27N5O3 (ωB97M-V/def2-TZVPD)
O -2.051 2.300 -4.130
O -2.542 0.076 -3.981
O 0.224 1.232 -0.563
N 1.318 -3.103 5.735
N -0.653 0.950 -3.090
N 0.353 -1.133 1.183
N 0.056 -1.006 -0.130
N 1.901 -0.887 7.347
C 1.296 -1.852 5.221
C 0.957 -0.385 3.336
C -3.168 1.901 -6.264
C 0.603 -1.406 -4.444
C -3.071 4.151 -5.149
C 1.562 0.566 5.481
C 0.975 -0.913 -3.049
C 0.980 -1.658 3.867
C 2.156 0.066 -3.086
C -0.265 -0.250 -2.396
C 1.593 -0.727 6.044
C -3.208 2.644 -4.929
C -1.836 1.030 -3.753
C 1.913 -2.107 7.812
C 3.484 -0.623 -3.381
C -4.494 2.329 -4.164
C 0.638 -0.148 1.939
C 0.023 0.096 -0.934
C 1.253 0.726 4.162
C 1.619 -3.223 6.998
H -0.224 1.809 -2.775
H -4.581 1.258 -4.005
H 1.964 0.827 -3.843
H -3.994 2.228 -6.890
H -3.252 0.830 -6.100
H 3.479 -1.081 -4.366
H -1.114 -0.942 -2.460
H -0.245 -2.085 -4.395
H 2.234 0.570 -2.120
H -0.156 -1.904 -0.547
H 4.294 0.101 -3.350
H 3.688 -1.395 -2.642
H -2.232 2.106 -6.778
H 1.228 1.715 3.727
H 2.162 -2.226 8.858
H -2.139 4.369 -5.663
H -3.901 4.516 -5.747
H 1.436 -1.930 -4.903
H -4.485 2.829 -3.198
H 1.633 -4.227 7.401
H 0.662 0.886 1.604
H 0.757 -2.513 3.250
H 1.788 1.405 6.120
H -5.352 2.674 -4.733
H -3.067 4.667 -4.193
H 0.326 -0.567 -5.077
H 1.257 -1.775 -2.433
```

Results
SMILES: CC[C@H](C)[C@H](NC(=O)OC(C)(C)C)C(=O)N/N=C/c1ccc2nccnc2c1
LUMO energy (eV): -0.52
Spin multiplicity: 1
Frontier orbital gap (eV): 8.2
E_HOMO (Ha): -0.3187
Net charge: 0


Short version: 2 is the least stable of them.


1:
One molecule with the formula C5H10N2, computed with ωB97M-V/def2-TZVPD.

Geometry as XYZ:
```
17
C5H10N2 (ωB97M-V/def2-TZVPD)
N 1.518 0.300 1.745
N -0.218 0.471 -0.431
C 2.632 0.378 0.819
C 1.583 -0.663 0.653
C -2.521 -0.047 -0.236
C 0.537 -0.544 -0.400
C -1.434 0.388 -1.218
H -1.354 -0.332 -2.048
H 1.800 -1.689 0.943
H -1.664 1.371 -1.644
H -2.470 0.589 0.653
H -2.329 -1.075 0.090
H -3.526 0.006 -0.663
H 0.807 0.985 1.481
H 3.594 0.093 1.239
H 0.387 -1.409 -1.066
H 2.656 1.178 0.083
```

Results
SMILES: CC/N=C/[C@H]1CN1
LUMO energy (eV): 1.12
Spin multiplicity: 1
Frontier orbital gap (eV): 10.4
E_HOMO (Ha): -0.3411
Net charge: 0


2:
One molecule with the formula C5H10N2, computed with ωB97M-V/def2-TZVPD.

Geometry as XYZ:
```
17
C5H10N2 (ωB97M-V/def2-TZVPD)
N -1.553 -0.299 -0.587
N 0.850 -1.279 0.466
C -1.108 -0.605 -1.944
C 0.225 0.939 1.744
C 1.204 0.150 0.940
C 1.028 -0.187 -0.466
C -0.295 0.257 -1.063
H 0.221 1.961 1.361
H -0.776 0.522 1.628
H 1.479 -1.506 1.220
H -0.333 1.334 -1.229
H -1.328 -1.093 0.013
H -0.736 -1.606 -2.145
H 2.265 0.270 1.213
H 1.884 -0.063 -1.129
H -1.703 -0.160 -2.739
H 0.485 0.964 2.807
```

Results
SMILES: C[C@H]1N[C@H]1[C@H]1CN1
LUMO energy (eV): 1.06
Spin multiplicity: 1
Frontier orbital gap (eV): 10.3
E_HOMO (Ha): -0.3391
Net charge: 0


Short version: 2 is the least stable of them.